## A
{"formula": "C9H8N2", "method": "ωB97M-V/def2-TZVPD", "symbols": ["C", "H", "H", "C", "H", "N", "C", "C", "C", "H", "N", "H", "H", "C", "C", "H", "H", "C", "C"], "positions_angstrom": [[-0.56, -0.10, 0.32], [-0.63, 1.23, 2.11], [1.30, -2.27, 0.45], [-2.00, 0.92, -0.87], [-2.08, 0.45, 1.66], [2.78, 1.14, -0.12], [-1.23, 0.91, 1.36], [2.92, -1.04, -0.19], [0.83, -0.18, 0.30], [-1.79, 1.08, -1.88], [3.54, 0.08, -0.23], [3.48, -1.96, -0.54], [-2.45, -1.09, 0.06], [1.62, -1.28, 0.22], [-1.71, -0.61, -0.58], [-3.10, 1.31, -0.78], [-1.45, -1.01, -1.49], [-0.99, 1.32, 0.05], [1.53, 1.08, 0.18]], "nbo_charge": [-0.1198, 0.2321, 0.2281, -0.4427, 0.2039, -0.2643, -0.4093, 0.0368, -0.0797, 0.2220, -0.2397, 0.1931, 0.2147, -0.2526, -0.3664, 0.1956, 0.2232, 0.1394, 0.2856], "homo_lumo_gap_ha": [0.3069, 0.2958], "molar_mass_g_mol": 144.18, "charge": 0, "e_lumo_ev": [-0.50, -0.50]}

## B
{"formula": "C9H8N2", "method": "ωB97M-V/def2-TZVPD", "symbols": ["H", "C", "H", "H", "N", "H", "H", "H", "C", "C", "H", "N", "C", "C", "C", "C", "C", "C", "H"], "positions_angstrom": [[0.55, -0.84, -2.02], [-2.34, -2.28, 0.58], [-0.45, -2.31, -0.17], [2.25, 0.60, -2.72], [-1.15, -1.85, 0.11], [0.29, 1.54, 1.86], [-3.91, -0.97, 1.60], [2.13, 2.55, 1.04], [0.60, 1.27, 0.80], [-0.98, -0.53, 0.41], [-2.48, -3.44, 0.51], [-2.11, -0.08, 1.06], [1.91, 0.78, -1.56], [2.44, 1.81, -0.77], [1.82, 1.98, 0.46], [0.83, 0.10, -1.25], [0.14, 0.33, -0.08], [-2.92, -1.15, 1.21], [3.38, 2.48, -1.04]], "nbo_charge": [0.2115, -0.1205, 0.3898, 0.2147, -0.4729, 0.2403, 0.2148, 0.1532, -0.1666, 0.3031, 0.2224, -0.4433, -0.2211, -0.2110, -0.1487, -0.1905, -0.1142, -0.0883, 0.2273], "homo_lumo_gap_ha": 0.3287, "molar_mass_g_mol": 144.18, "charge": 0, "smiles": "c1ccc(-c2ncc[nH]2)cc1", "e_lumo_ev": 0.81}

Least stable of them? A.

## A
{"formula": "C4H9N2O2", "method": "ωB97M-V/def2-TZVPD", "symbols": ["C", "O", "H", "C", "C", "C", "H", "O", "H", "H", "N", "H", "H", "H", "H", "H", "N"], "positions_angstrom": [[1.92, -1.06, 0.90], [-2.03, 1.21, -0.89], [-1.49, -1.24, 1.87], [-0.92, -0.71, 0.06], [1.90, 0.30, 1.35], [-0.06, 0.25, -2.00], [-2.95, 0.88, -1.04], [2.30, -2.07, 0.52], [2.95, 0.73, 1.29], [1.48, 0.21, 2.34], [-1.05, 0.16, -0.91], [0.51, -0.70, -2.10], [-2.18, 0.27, 1.55], [1.28, 0.84, 0.54], [0.66, 1.04, -1.76], [-0.65, 0.52, -2.88], [-1.68, -0.63, 1.17]], "nbo_charge": [0.9427, -0.5845, 0.3879, 0.1624, -0.8096, -0.4148, 0.4937, -0.2513, 0.3332, 0.3166, -0.1609, 0.2364, 0.3998, 0.3406, 0.1871, 0.2399, -0.8192], "homo_lumo_gap_ha": [0.2694, 0.2695], "molar_mass_g_mol": 117.13, "charge": 1, "e_lumo_ev": [-5.32, -5.32]}

## B
{"formula": "C4H9N2O2", "method": "ωB97M-V/def2-TZVPD", "symbols": ["C", "O", "H", "N", "H", "H", "H", "H", "H", "H", "C", "H", "C", "O", "C", "N", "H"], "positions_angstrom": [[0.72, -1.39, 0.96], [1.71, 0.38, -1.57], [-1.17, -0.38, 1.39], [-0.38, -0.37, 0.61], [1.20, -1.13, 1.91], [-0.87, -0.27, -1.48], [1.65, 2.06, -0.55], [-2.05, -1.03, -0.38], [0.24, 1.61, 1.10], [0.23, -2.36, 1.11], [1.22, 1.07, -0.71], [-0.65, -1.94, -0.73], [-1.05, -0.93, -0.59], [-1.17, 3.17, -0.70], [0.26, 0.81, 0.32], [-1.25, 2.02, -0.72], [1.36, -1.31, 0.05]], "nbo_charge": [-0.4057, -0.4932, 0.4691, -0.4078, 0.2431, 0.2543, 0.1498, 0.2274, 0.2513, 0.2347, 0.2930, 0.2392, -0.4122, -0.0790, -0.1152, 0.2898, 0.2613], "homo_lumo_gap_ha": [0.3052, 0.2910], "molar_mass_g_mol": 117.13, "charge": 1, "e_lumo_ev": [-5.37, -5.68]}

## C
{"formula": "C4H9N2O2", "method": "ωB97M-V/def2-TZVPD", "symbols": ["C", "H", "H", "H", "H", "H", "N", "N", "C", "O", "H", "H", "C", "H", "H", "C", "O"], "positions_angstrom": [[-3.63, 0.26, -0.01], [-3.41, 1.31, -0.27], [3.16, -0.92, -0.41], [1.99, -2.23, -1.01], [2.49, 1.28, 1.16], [-3.70, 0.11, 1.18], [-2.58, -0.54, -0.40], [-1.45, -0.74, -0.46], [1.84, 1.37, 0.33], [1.00, -0.87, -0.10], [2.40, -2.35, 0.59], [-4.63, -0.12, -0.46], [0.76, 0.35, 0.12], [2.63, 1.60, -0.59], [1.37, 2.31, 0.48], [2.21, -1.52, -0.27], [-0.44, 0.69, 0.11]], "nbo_charge": [-0.5131, 0.2803, 0.2211, 0.2197, 0.2664, 0.2980, 0.0465, 0.3158, -0.7614, -0.4405, 0.2189, 0.2844, 0.8599, 0.2754, 0.2613, -0.2853, -0.5474], "homo_lumo_gap_ha": 0.3847, "molar_mass_g_mol": 117.13, "charge": 1, "e_lumo_ev": -4.19}

## D
{"formula": "C4H9N2O2", "method": "ωB97M-V/def2-TZVPD", "symbols": ["O", "N", "H", "H", "H", "H", "O", "C", "C", "H", "C", "H", "H", "H", "C", "H", "N"], "positions_angstrom": [[2.22, -0.19, 0.39], [-0.67, -0.46, 0.07], [2.17, 0.72, -1.41], [-0.54, -0.57, 1.09], [4.01, -0.26, 1.22], [4.03, -0.22, -0.56], [0.26, 0.20, -0.76], [1.52, 0.34, -0.57], [-3.01, -0.56, 0.62], [-4.02, 0.07, 0.41], [3.62, 0.16, 0.34], [-3.32, -1.56, 0.34], [3.70, 1.31, 0.56], [-2.74, -0.44, 1.64], [-1.97, -0.09, -0.35], [-3.13, 0.92, -1.69], [-2.14, 0.65, -1.34]], "nbo_charge": [-0.4113, -0.3089, 0.2168, 0.4193, 0.2412, 0.2190, -0.2175, 0.7010, -0.6952, 0.2575, -0.2799, 0.2577, 0.2268, 0.2293, 0.3992, 0.3982, -0.6534], "homo_lumo_gap_ha": 0.3195, "molar_mass_g_mol": 117.13, "charge": 1, "e_lumo_ev": -4.86}

Least stable of them? B.

## A
{"formula": "C4H9N2O2", "method": "ωB97M-V/def2-TZVPD", "symbols": ["C", "C", "C", "H", "H", "O", "H", "O", "H", "N", "H", "H", "H", "N", "H", "H", "C"], "positions_angstrom": [[-0.08, -1.08, -1.24], [1.07, -1.07, 2.49], [-1.03, 0.22, -1.37], [-0.42, 0.43, 0.74], [0.97, -1.75, 3.36], [2.18, -1.12, -0.56], [-0.18, -1.55, -2.15], [0.23, -0.38, 1.96], [-1.09, 2.77, -0.97], [-0.71, 1.02, -0.18], [-2.01, -0.03, -1.19], [-0.75, 0.86, -2.12], [-0.50, 2.74, 0.78], [1.26, -0.54, -1.07], [2.03, -1.07, 2.11], [-0.26, -1.72, -0.39], [-0.71, 2.27, -0.20]], "nbo_charge": [-0.3380, 0.3740, -0.2154, 0.4889, 0.1511, -0.2280, 0.2605, -0.5890, 0.2029, -0.3922, 0.2375, 0.2266, 0.2280, 0.1133, 0.1320, 0.2251, 0.1226], "homo_lumo_gap_ha": [0.3054, 0.3054], "molar_mass_g_mol": 117.13, "charge": 1, "e_lumo_ev": [-4.57, -4.57]}

## B
{"formula": "C4H9N2O2", "method": "ωB97M-V/def2-TZVPD", "symbols": ["C", "H", "H", "N", "H", "H", "H", "C", "C", "C", "H", "H", "H", "O", "H", "N", "O"], "positions_angstrom": [[0.52, 0.85, 0.66], [-2.17, -1.60, -0.61], [0.50, 2.81, -0.05], [1.02, 2.27, 0.63], [-1.00, -2.58, -1.33], [-1.20, -3.13, 0.93], [1.99, 2.33, 0.34], [-1.07, -1.72, -0.67], [-0.67, -2.19, 0.71], [0.20, 0.53, -0.80], [-0.32, 0.85, 1.34], [-0.34, -0.58, -2.26], [1.33, 0.23, 1.01], [0.09, -1.60, 1.44], [0.91, 2.75, 1.52], [-0.38, -0.60, -1.26], [0.58, 1.38, -1.59]], "nbo_charge": [-0.3042, 0.2377, 0.4603, -0.6636, 0.2544, 0.1464, 0.4513, -0.3448, 0.4547, 0.6580, 0.2497, 0.4307, 0.2762, -0.5373, 0.4382, -0.5820, -0.6256], "homo_lumo_gap_ha": 0.3869, "molar_mass_g_mol": 117.13, "charge": 1, "smiles": "[NH3+]CC(=O)NCC=O", "e_lumo_ev": -3.43}

Least stable of them? A.

## A
{"formula": "C2H4N4O", "method": "ωB97M-V/def2-TZVPD", "symbols": ["C", "N", "O", "H", "H", "N", "C", "H", "H", "N", "N"], "positions_angstrom": [[0.33, 0.28, 0.18], [1.56, 0.77, -0.12], [2.38, -0.53, 0.06], [-3.04, 0.11, -0.22], [0.66, -1.62, -0.14], [-0.08, -0.96, 0.38], [-1.93, 0.08, -0.02], [3.29, -0.09, -0.17], [-0.90, 2.09, -0.01], [-1.39, -1.16, -0.15], [-0.90, 1.03, 0.21]], "nbo_charge": [0.4974, -0.2761, -0.6574, 0.2415, 0.4288, -0.4482, 0.1654, 0.4899, 0.4429, -0.2715, -0.6127], "homo_lumo_gap_ha": 0.3347, "molar_mass_g_mol": 100.08, "charge": 0, "smiles": "O/N=c1/[nH]cn[nH]1", "e_lumo_ev": 0.83}

## B
{"formula": "C2H4N4O", "method": "ωB97M-V/def2-TZVPD", "symbols": ["N", "C", "N", "N", "H", "O", "C", "N", "H", "H", "H"], "positions_angstrom": [[-0.42, 0.48, 0.00], [0.52, -0.47, 1.67], [-0.47, 0.50, 1.36], [1.19, -0.95, 0.54], [-2.36, 0.84, -0.43], [0.51, -0.48, -1.77], [0.42, -0.42, -0.54], [-1.41, 1.12, -0.79], [-1.46, 2.17, -0.30], [0.59, -1.07, 2.66], [1.29, -0.86, -2.36]], "nbo_charge": [-0.0847, 0.1362, -0.3446, -0.5596, 0.3598, -0.6557, 0.6333, -0.6130, 0.3593, 0.2201, 0.5489], "homo_lumo_gap_ha": 0.3365, "molar_mass_g_mol": 100.08, "charge": 0, "smiles": "Nn1ncnc1O", "e_lumo_ev": 0.38}

Least stable of them? A.

## A
{"formula": "C2H4N4O", "method": "ωB97M-V/def2-TZVPD", "symbols": ["H", "O", "H", "N", "N", "H", "N", "H", "N", "C", "C"], "positions_angstrom": [[-1.60, -1.87, 0.32], [-2.21, 0.40, -0.35], [2.49, 1.23, -0.01], [2.10, 0.31, -0.09], [-0.90, -1.27, 0.78], [2.60, -0.39, -0.62], [-0.03, -0.90, -0.44], [-2.11, 1.34, -0.55], [-0.08, 0.98, 0.65], [-1.05, 0.00, 0.19], [0.78, 0.17, 0.11]], "nbo_charge": [0.3587, -0.6631, 0.4109, -0.7831, -0.4353, 0.4124, -0.3869, 0.5009, -0.5800, 0.6044, 0.5610], "homo_lumo_gap_ha": 0.3653, "molar_mass_g_mol": 100.08, "charge": 0, "e_lumo_ev": 0.82}

## B
{"formula": "C2H4N4O", "method": "ωB97M-V/def2-TZVPD", "symbols": ["N", "H", "N", "O", "H", "N", "H", "C", "N", "C", "H"], "positions_angstrom": [[-0.87, -0.98, 0.33], [2.11, -1.33, 0.47], [-2.16, -0.93, 0.15], [0.87, 0.57, 0.34], [2.68, 0.26, -0.46], [-0.45, 0.22, 0.21], [1.53, -0.91, -0.97], [1.80, -0.39, -0.12], [-2.58, 0.30, -0.02], [-1.50, 1.07, -0.02], [-1.43, 2.10, 0.10]], "nbo_charge": [-0.0913, 0.2042, -0.0809, -0.3160, 0.2102, 0.1133, 0.1950, -0.2871, -0.2566, 0.0886, 0.2205], "homo_lumo_gap_ha": 0.4182, "molar_mass_g_mol": 100.08, "charge": 0, "smiles": "COn1cnnn1", "e_lumo_ev": 0.78}

Least stable of them? B.

## A
{"formula": "C2H4N4O", "method": "ωB97M-V/def2-TZVPD", "symbols": ["N", "H", "H", "N", "C", "H", "N", "N", "O", "H", "C"], "positions_angstrom": [[-2.20, -0.34, -0.16], [-1.61, 1.63, 0.43], [1.50, 1.12, 0.88], [-1.30, -1.51, -0.03], [-0.14, -1.15, 0.12], [1.69, -1.12, 0.17], [-0.07, 0.28, 0.09], [1.12, 0.84, -0.18], [1.04, -1.76, -0.19], [1.27, 1.34, -0.91], [-1.30, 0.68, -0.20]], "nbo_charge": [-0.2344, 0.2144, 0.3769, -0.3330, 0.5768, 0.4910, -0.2835, -0.6559, -0.6381, 0.3765, 0.1091], "homo_lumo_gap_ha": 0.3569, "molar_mass_g_mol": 100.08, "charge": 0, "smiles": "Nn1cnnc1O", "e_lumo_ev": 0.22}

## B
{"formula": "C2H4N4O", "method": "ωB97M-V/def2-TZVPD", "symbols": ["H", "N", "H", "H", "O", "C", "N", "N", "N", "H", "C"], "positions_angstrom": [[0.74, 2.42, 0.04], [1.52, 0.23, -0.01], [-2.49, 0.20, -0.87], [-2.47, -1.40, -0.07], [-0.11, 1.92, -0.01], [-0.59, -0.41, 0.02], [0.17, -1.48, 0.01], [0.25, 0.62, 0.02], [1.43, -1.08, -0.02], [-2.48, 0.11, 0.91], [-2.07, -0.38, -0.01]], "nbo_charge": [0.5001, -0.1161, 0.2407, 0.2550, -0.4949, 0.2847, -0.2815, 0.1058, -0.0682, 0.2384, -0.6642], "homo_lumo_gap_ha": 0.4059, "molar_mass_g_mol": 100.08, "charge": 0, "smiles": "Cc1nnnn1O", "e_lumo_ev": 0.58}

Least stable of them? A.